The following is a DFT calculation (ωB97M-V/def2-TZVPD) of C17H25ClN2O2S as an isolated structure.

Last column: natural (NBO) charge in e.
Cartesian coordinates (Å):
O1 2.08 2.76 1.00  -0.939
S1 1.70 1.50 1.39  2.410
O2 1.85 1.13 2.70  -0.984
N1 0.26 1.03 0.93  -0.727
C1 -0.04 1.63 -0.42  -0.224
C2 -1.21 0.68 -0.77  -0.410
H1 -0.95 -0.43 -0.68  0.223
H2 -1.53 1.02 -1.98  0.206
C3 -2.37 0.96 0.01  -0.023
N2 -3.70 0.38 -0.35  -0.454
C4 -3.69 -1.29 -0.42  -0.209
C5 -4.42 -1.68 -1.65  -0.423
C6 -6.04 -1.62 -1.25  -0.295
H3 -6.55 -1.97 -2.27  0.207
C7 -6.66 -0.64 -0.52  -0.494
C8 -6.04 0.61 -0.56  -0.426
H4 -5.93 0.90 -1.60  0.210
H5 -6.83 1.39 -0.30  0.235
C9 -4.96 0.94 0.02  -0.220
H6 -4.66 1.95 0.16  0.216
H7 -5.00 0.77 1.12  0.140
H8 -7.63 -0.91 -0.57  0.253
H9 -6.55 -1.09 0.61  0.187
H10 -6.15 -2.94 -0.67  0.148
H11 -4.11 -2.61 -2.10  0.218
H12 -4.44 -0.98 -2.36  0.210
H13 -2.73 -1.37 -0.25  0.184
H14 -4.24 -1.57 0.50  0.182
C10 -1.92 0.49 1.63  -0.448
C11 -0.76 1.28 1.98  -0.197
H15 -0.37 0.93 2.77  0.216
H16 -0.90 2.47 1.83  0.178
H17 -1.83 -0.58 1.56  0.213
H18 -2.76 0.88 2.30  0.218
H19 -2.56 2.06 0.13  0.193
H20 0.78 0.98 -1.14  0.236
H21 -0.22 2.59 -0.59  0.204
C12 2.83 0.14 0.63  -0.305
C13 2.68 -1.07 0.65  -0.201
C14 3.52 -2.11 -0.07  -0.202
C15 4.24 -1.51 -0.83  -0.084
C16 4.63 -0.33 -1.09  -0.234
C17 3.84 0.79 -0.45  -0.145
H22 3.90 1.94 -0.54  0.258
H23 5.32 0.21 -2.06  0.264
Cl1 5.11 -2.55 -1.87  -0.023
H24 3.22 -2.94 0.20  0.224
H25 1.83 -1.25 1.53  0.234

Properties
Total charge   0
Multiplicity   1
ΔE to the lowest compared entry with this formula, charge and spin   395.1 kcal/mol

The following is a DFT calculation (ωB97M-V/def2-TZVPD) of a 3-piece molecular cluster, C29H51BrN4O5 overall.

Last column: Mulliken spin population.
Cartesian coordinates (Å):
C1 1.55 0.71 1.32  -0.003
C2 1.88 2.14 1.74  0.001
Br1 0.66 2.79 3.10  0.000
C3 2.11 3.12 0.58  0.000
N1 0.97 3.79 -0.04  0.000
C4 -0.24 3.00 -0.28  0.001
C5 -1.07 3.62 -1.43  0.001
O1 -2.37 4.00 -1.02  0.000
C6 0.71 5.08 0.40  0.000
O2 -0.11 5.42 1.19  0.000
O3 1.48 6.01 -0.27  0.000
C7 2.20 6.86 0.54  0.000
C8 3.57 6.71 0.69  0.000
C9 4.24 7.61 1.51  0.000
N2 3.68 8.63 2.15  0.000
C10 2.36 8.77 2.00  0.000
C11 1.60 7.92 1.20  0.000
H1 1.69 0.58 0.25  0.000
H2 2.15 -0.02 1.85  0.005
H3 0.50 0.47 1.51  0.000
H4 2.84 2.08 2.25  0.000
H5 2.63 2.55 -0.19  0.000
H6 2.82 3.87 0.92  0.000
H7 -0.89 3.03 0.60  0.000
H8 0.02 1.99 -0.56  0.000
H9 -1.22 2.87 -2.19  -0.002
H10 -0.55 4.48 -1.86  0.000
H11 -2.35 4.36 -0.13  0.000
H12 4.10 5.92 0.18  0.000
H13 5.30 7.48 1.64  0.000
H14 1.86 9.58 2.51  0.000
H15 0.54 8.09 1.09  0.000
C12 2.67 -6.82 2.07  0.009
C13 2.82 -5.32 1.74  0.023
C14 4.29 -4.90 1.80  0.023
C15 4.83 -4.78 3.22  -0.022
C16 3.95 -3.84 4.04  0.024
C17 2.47 -4.25 4.04  0.013
N3 1.97 -4.49 2.65  0.375
O4 1.68 -3.37 2.09  0.545
C18 2.29 -5.49 4.93  0.015
C19 1.64 -3.15 4.70  -0.005
C20 2.33 -5.18 0.30  -0.004
H16 1.65 -7.15 1.87  -0.008
H17 3.35 -7.40 1.43  0.000
H18 2.92 -7.08 3.09  0.000
H19 4.40 -3.93 1.30  0.005
H20 4.89 -5.61 1.23  0.002
H21 4.88 -5.77 3.69  -0.001
H22 5.85 -4.39 3.20  0.001
H23 4.30 -3.79 5.07  0.001
H24 4.04 -2.82 3.64  0.004
H25 1.32 -5.96 4.75  -0.010
H26 2.33 -5.21 5.98  0.001
H27 3.06 -6.25 4.79  0.001
H28 1.78 -2.18 4.22  0.003
H29 1.95 -3.04 5.74  0.000
H30 0.58 -3.39 4.68  -0.002
H31 1.26 -5.39 0.22  0.000
H32 2.87 -5.89 -0.33  0.000
H33 2.50 -4.18 -0.10  0.002
C21 -4.74 0.29 -5.81  0.015
C22 -3.77 -0.39 -4.82  0.008
C23 -4.33 -1.75 -4.38  0.024
C24 -5.49 -1.64 -3.39  -0.020
C25 -5.07 -0.80 -2.19  0.025
C26 -4.55 0.59 -2.58  0.024
N4 -3.50 0.49 -3.64  0.378
O5 -2.36 0.19 -3.12  0.560
C27 -5.72 1.48 -3.03  0.019
C28 -3.96 1.28 -1.35  -0.031
C29 -2.49 -0.62 -5.61  -0.006
H34 -4.28 1.18 -6.24  -0.008
H35 -4.97 -0.39 -6.62  0.000
H36 -5.69 0.59 -5.37  0.000
H37 -3.53 -2.33 -3.92  0.004
H38 -4.64 -2.30 -5.27  0.001
H39 -6.37 -1.21 -3.88  0.000
H40 -5.78 -2.63 -3.06  0.002
H41 -5.92 -0.67 -1.51  0.001
H42 -4.30 -1.33 -1.63  0.005
H43 -5.37 2.37 -3.55  -0.011
H44 -6.29 1.81 -2.16  0.001
H45 -6.44 0.96 -3.67  0.002
H46 -3.18 0.68 -0.88  0.003
H47 -4.74 1.44 -0.61  -0.001
H48 -3.53 2.25 -1.61  0.007
H49 -2.02 0.33 -5.88  -0.002
H50 -2.73 -1.15 -6.53  0.001
H51 -1.77 -1.22 -5.07  0.001

Properties
Total charge   0
Multiplicity   3

The following is a DFT calculation (ωB97M-V/def2-TZVPD) of a 2-piece molecular cluster, C8H12O6 overall.

Last column: natural (NBO) charge in e.
Cartesian coordinates (Å):
C1 -0.76 1.80 -1.52  -0.641
C2 0.46 1.22 -2.16  0.066
C3 0.57 1.33 -3.69  -0.095
O1 1.91 1.78 -3.93  -0.492
C4 2.54 2.02 -2.76  0.970
O2 3.67 2.33 -2.64  -0.565
O3 1.63 1.99 -1.76  -0.507
H1 -0.72 2.88 -1.36  0.238
H2 -0.82 1.46 -0.49  0.222
H3 -1.65 1.58 -2.11  0.226
H4 0.71 0.22 -1.79  0.185
H5 -0.10 2.10 -4.10  0.191
H6 0.45 0.37 -4.19  0.201
C5 0.11 -0.86 1.17  -0.627
C6 -0.16 -1.78 2.32  0.066
C7 -0.67 -1.22 3.64  -0.089
O4 -1.61 -2.18 4.08  -0.488
C8 -1.92 -3.03 3.06  0.972
O5 -2.77 -3.86 3.10  -0.564
O6 -1.11 -2.79 2.00  -0.490
H7 -0.79 -0.26 1.01  0.207
H8 0.44 -1.35 0.26  0.231
H9 0.89 -0.15 1.46  0.227
H10 0.79 -2.28 2.54  0.174
H11 -1.19 -0.26 3.50  0.177
H12 0.12 -1.04 4.36  0.203

Properties
Total charge   0
Multiplicity   1
Structure (SMILES)   C[C@H]1COC(=O)O1.C[C@H]1COC(=O)O1
ΔE to the lowest compared entry with this formula, charge and spin   10.7 kcal/mol

The following is a DFT calculation (ωB97M-V/def2-TZVPD) of C44H48GeN9OPbS3 as an isolated structure.

Last column: Löwdin charge in e.
Cartesian coordinates (Å):
Pb1 -0.68 -23.08 4.74  1.377
S1 3.05 -24.94 -0.11  1.012
C1 3.56 -25.18 -1.73  -0.395
C2 2.81 -24.52 -2.68  -0.143
C3 1.79 -23.73 -2.12  -0.095
C4 1.75 -23.82 -0.72  -0.410
C5 0.80 -23.06 0.15  -0.175
C6 0.70 -23.27 1.53  -0.064
N1 -0.25 -22.69 2.30  -0.017
C7 -1.13 -21.76 1.75  -0.166
C8 -1.02 -21.45 0.36  -0.119
C9 -1.91 -20.50 -0.23  0.028
C10 -2.92 -19.94 0.53  0.014
C11 -2.96 -20.13 1.92  -0.125
C12 -3.88 -19.47 2.74  0.072
C13 -3.80 -19.50 4.12  -0.194
C14 -2.82 -20.36 4.65  -0.102
N2 -1.92 -21.03 3.93  -0.048
C15 -2.04 -21.03 2.54  -0.154
C16 -4.75 -18.68 4.88  -0.456
C17 -5.49 -17.67 4.29  -0.114
C18 -6.49 -17.16 5.13  -0.162
C19 -6.59 -17.81 6.35  -0.405
S2 -5.37 -18.96 6.52  1.004
C20 -0.02 -22.08 -0.40  0.076
H1 4.44 -25.75 -1.87  0.066
H2 2.93 -24.76 -3.73  0.119
H3 1.09 -23.17 -2.70  0.106
H4 1.39 -23.99 1.96  0.104
H5 -1.73 -20.30 -1.29  0.135
H6 -3.66 -19.35 -0.01  0.133
H7 -4.65 -18.85 2.31  0.126
H8 -2.83 -20.52 5.80  0.128
H9 -5.32 -17.30 3.27  0.125
H10 -7.21 -16.38 4.89  0.125
H11 -7.30 -17.56 7.16  0.095
H12 0.17 -21.77 -1.44  0.138
N3 1.07 -20.57 4.58  -0.059
C21 2.07 -20.09 5.56  -0.247
C22 1.64 -18.79 6.34  -0.161
C23 1.08 -18.97 7.75  -0.181
C24 -0.46 -19.09 7.83  -0.125
N4 -0.95 -19.75 9.11  0.002
H13 1.63 -20.84 3.76  0.087
H14 0.40 -19.83 4.32  0.064
H15 3.05 -19.97 5.09  0.112
H16 2.31 -20.91 6.25  0.101
H17 0.92 -18.25 5.71  0.117
H18 2.50 -18.09 6.41  0.129
H19 1.44 -18.14 8.38  0.126
H20 1.51 -19.85 8.27  0.112
H21 -0.85 -19.71 6.98  0.113
H22 -0.94 -18.08 7.80  0.149
H23 -1.88 -19.35 9.27  0.177
H24 -0.38 -19.57 9.95  0.176
N5 0.86 -27.30 3.35  0.181
C25 -0.06 -27.16 2.28  -0.144
C26 -0.22 -27.80 1.05  -0.020
C27 -1.13 -27.31 0.18  -0.060
C28 -1.90 -26.19 0.56  -0.062
C29 -1.80 -25.57 1.79  -0.039
C30 -0.85 -26.05 2.71  -0.247
N6 -0.40 -25.52 3.90  0.019
C31 0.68 -26.27 4.24  -0.243
C32 1.50 -26.12 5.47  -0.281
C33 2.32 -27.08 6.07  -0.325
S3 3.04 -26.50 7.51  1.099
C34 2.14 -25.08 7.34  -0.491
N7 1.44 -24.93 6.23  -0.030
H25 1.56 -28.04 3.40  0.179
H26 0.42 -28.68 0.83  0.136
H27 -1.21 -27.78 -0.80  0.125
H28 -2.70 -25.86 -0.12  0.119
H29 -2.48 -24.74 2.03  0.107
H30 2.43 -28.13 5.80  0.086
H31 2.24 -24.30 8.10  0.079
N8 -6.16 -27.78 7.11  0.170
C35 -6.41 -26.71 6.25  -0.445
O1 -7.51 -26.55 5.71  0.082
C36 -5.24 -25.78 6.08  -0.112
C37 -4.08 -25.91 6.81  0.003
C38 -2.98 -25.12 6.45  -0.142
N9 -3.00 -24.15 5.50  -0.073
C39 -4.23 -24.00 4.86  -0.100
C40 -5.33 -24.82 5.06  0.044
H32 -6.90 -28.47 7.26  0.136
H33 -5.21 -27.97 7.37  0.075
H34 -3.98 -26.62 7.65  0.124
H35 -2.06 -25.19 7.02  0.095
H36 -4.23 -23.25 4.08  0.098
H37 -6.26 -24.71 4.48  0.141
C41 -2.67 -21.51 11.70  -0.213
Ge1 -1.25 -22.33 10.62  0.819
C42 -1.83 -24.12 10.15  -0.208
C43 0.51 -22.06 11.43  -0.203
C44 -1.10 -21.25 8.96  -0.246
H38 -2.66 -22.01 12.72  0.064
H39 -3.68 -21.64 11.27  0.038
H40 -2.45 -20.48 11.87  -0.005
H41 -2.35 -24.63 10.96  0.038
H42 -0.97 -24.78 9.92  0.033
H43 -2.52 -24.11 9.28  0.015
H44 0.71 -22.89 12.09  0.028
H45 0.64 -21.16 12.04  0.031
H46 1.26 -22.07 10.61  0.022
H47 -0.22 -21.57 8.37  0.083
H48 -1.99 -21.41 8.32  0.087

Properties
Total charge   +3
Multiplicity   1
ΔE to the lowest compared entry with this formula, charge and spin   0.0 kcal/mol

no.,maximum force (eV/Å),electronic energy (eV)
1,16.4,-48450.3602
2,2.0,-117136.6333
3,2.0,-20775.7684
4,2.8,-156113.6579